(1)
DFT (wB97M-V/def2-TZVPD) results for C21H38BCaCl2N5O6P as an isolated structure in a non-equilibrium geometry.

net charge = +1
E_tot = -3511.30375 hartree
HOMO-LUMO gap = 2.247 eV

Each line ends with the Mulliken charge.
CARTESIAN COORDINATES (ANGSTROEM)
C1 -3.1972 -1.8547 0.9098  -0.528
B1 -2.5171 -1.1001 2.2332  0.691
O1 -2.8372 0.3667 2.3479  -0.647
C2 -1.5326 -1.8252 3.3331  0.429
C3 -0.1780 -1.0013 3.8659  -0.126
C4 0.2433 0.5040 3.2944  -0.650
C5 0.7273 0.4265 1.7010  0.257
C6 1.2100 -1.0470 1.1385  0.381
N1 0.7396 1.5394 0.8755  -0.565
C7 0.8268 -1.6714 4.9948  0.101
C8 2.1820 -0.9627 5.6042  0.290
O2 2.0553 0.0783 6.4724  -0.525
O3 3.4948 -1.5100 5.2083  -0.405
C9 0.4588 -3.1746 5.5439  -0.702
C10 -0.8779 -3.8995 4.9299  -0.033
N2 -1.8084 -3.2254 3.9008  0.435
C11 -3.0011 -4.0929 3.4620  -0.390
Cl1 -4.6846 -4.0559 4.2423  -0.109
C12 -2.7151 -5.0215 2.3064  0.453
C13 -3.8024 -6.0381 1.6190  -0.969
Cl2 -0.9759 -5.0612 1.5673  -0.171
H1 -3.2503 -1.0317 0.0556  0.278
H2 -4.3154 -2.1577 1.1965  0.260
H3 -2.6043 -2.8015 0.5571  -0.498
H4 -2.8588 0.6429 3.3131  0.353
H5 1.1643 0.9722 3.8708  0.444
H6 -0.6496 1.2656 3.4516  0.317
H7 0.2375 -1.7345 1.1454  -0.694
H8 1.5514 -1.0015 0.0094  0.482
H9 1.9986 -1.5859 1.8191  -0.002
H10 0.3860 2.3644 1.4340  0.231
H11 3.3732 -2.1712 4.4507  0.393
H12 1.1495 -3.7446 6.3327  0.318
H13 -1.1110 -4.9976 5.3258  0.326
H14 -4.5428 -5.4016 0.9369  0.251
H15 -3.2313 -6.7996 0.8989  0.331
H16 -4.3880 -6.6407 2.4422  0.315
O4 3.3016 -2.5683 2.3812  -0.665
C14 4.3611 -3.2738 1.9613  -0.309
C15 5.4092 -2.2904 1.2561  -0.153
O5 6.4595 -2.9991 0.8193  -0.439
H17 4.1689 -4.0792 1.2303  0.295
H18 4.9373 -3.8180 2.7304  0.279
H19 5.6136 -1.4965 1.9964  0.271
H20 4.8312 -1.7321 0.4989  0.185
O6 -2.1865 2.2474 -4.0718  -0.815
P1 -1.2397 3.4446 -3.8113  0.836
N3 -0.7151 3.4241 -5.4364  0.080
C16 0.6307 3.3945 -5.9815  -0.897
C17 -1.6827 3.9006 -6.4232  -0.991
N4 -0.2126 2.4536 -2.8299  0.283
C18 0.9692 1.7689 -3.3377  -1.140
C19 -0.9216 1.4774 -1.9775  -0.813
N5 -0.1513 4.8209 -3.5119  0.061
C20 -0.4583 6.0880 -4.1640  -1.034
C21 1.0562 4.8855 -2.7114  -0.842
H21 1.2484 4.2284 -5.6369  0.253
H22 0.6405 3.4358 -7.0770  0.412
H23 1.1313 2.4572 -5.7531  0.217
H24 -1.7436 4.9921 -6.4182  0.309
H25 -2.6833 3.5091 -6.2160  0.277
H26 -1.4414 3.5766 -7.4421  0.392
H27 0.7179 1.0219 -4.1023  0.334
H28 1.5047 1.2578 -2.5312  0.272
H29 1.7013 2.4681 -3.7422  0.324
H30 -1.2233 0.5862 -2.5416  0.192
H31 -1.8177 1.9248 -1.5311  0.387
H32 -0.2876 1.1463 -1.1435  0.072
H33 -0.0029 6.1432 -5.1566  0.307
H34 -0.1089 6.9561 -3.5959  0.382
H35 -1.5416 6.2017 -4.2724  0.307
H36 1.9384 4.6279 -3.3049  0.278
H37 1.0191 4.2480 -1.8241  0.212
H38 1.2287 5.8910 -2.3089  0.360
Ca1 -1.1699 -2.8711 -0.8100  1.196

***

(2)
DFT (wB97M-V/def2-TZVPD) results for C14H43HgO8 as an isolated structure in a non-equilibrium geometry.

net charge = +1
E_tot = -1313.88881 hartree
HOMO-LUMO gap = 2.211 eV

Each line ends with the Mulliken charge.
CARTESIAN COORDINATES (ANGSTROEM)
Hg1 -0.7038 -1.6828 -2.6673  0.746
O1 0.5307 0.3796 0.3178  -0.324
H1 1.4229 0.4541 0.7088  0.344
C1 -0.2632 6.4733 -2.5612  -0.875
C2 1.0582 5.6829 -2.2113  -0.202
O2 0.8641 5.1531 -0.8934  -0.475
H2 -0.4691 7.3233 -1.9107  0.282
H3 -1.1390 5.8306 -2.4719  0.241
H4 -0.2474 6.7731 -3.6090  0.323
H5 1.9376 6.3262 -2.2431  0.246
H6 1.2163 4.8149 -2.8514  0.247
H7 0.5820 4.2371 -0.9482  0.295
C3 4.8276 -5.4725 0.2880  -1.057
C4 3.4666 -5.0332 0.6702  -0.171
O3 2.6430 -4.8203 -0.4847  -0.532
H8 5.2604 -4.7288 -0.3811  0.277
H9 4.7947 -6.4568 -0.1791  0.348
H10 5.4405 -5.5257 1.1878  0.317
H11 3.5484 -4.1499 1.3035  0.281
H12 3.0175 -5.8663 1.2109  0.242
H13 2.7217 -5.5778 -1.0692  0.296
C5 -6.8302 1.3949 -3.2092  -0.997
C6 -5.5498 1.9380 -3.7764  -0.236
O4 -4.4882 1.5047 -3.0338  -0.497
H14 -7.0859 1.6792 -2.1885  0.339
H15 -6.8654 0.3067 -3.1577  0.280
H16 -7.6367 1.7534 -3.8488  0.302
H17 -5.4975 3.0245 -3.7077  0.253
H18 -5.3921 1.6860 -4.8251  0.283
H19 -4.6073 1.8984 -2.1664  0.306
C7 -4.9255 3.6333 4.1888  -1.055
C8 -3.6550 2.8825 3.8077  -0.196
O5 -3.8271 2.5050 2.4827  -0.462
H20 -4.9261 3.9676 5.2263  0.357
H21 -5.7572 2.9302 4.1440  0.277
H22 -5.0619 4.4489 3.4787  0.280
H23 -3.5108 1.9845 4.4085  0.275
H24 -2.7383 3.4541 3.9533  0.309
H25 -2.9585 2.1680 2.2515  0.286
C9 -3.0697 -6.1827 1.0296  -1.095
C10 -3.2795 -4.6616 1.0082  -0.169
O6 -3.5443 -4.3080 -0.3132  -0.522
H26 -3.1430 -6.5362 2.0581  0.316
H27 -2.1689 -6.4714 0.4881  0.283
H28 -3.8578 -6.7825 0.5744  0.377
H29 -2.4502 -4.1014 1.4401  0.284
H30 -4.1845 -4.4603 1.5815  0.243
H31 -4.2622 -4.8653 -0.6227  0.315
C11 5.7515 0.9696 -4.9215  -1.014
C12 4.9086 0.0372 -4.0186  -0.227
O7 3.6661 -0.2223 -4.6134  -0.519
H32 6.0814 0.4324 -5.8108  0.320
H33 6.6134 1.4257 -4.4346  0.331
H34 5.1791 1.8421 -5.2368  0.284
H35 4.7082 0.4482 -3.0291  0.278
H36 5.4543 -0.8757 -3.7803  0.237
H37 3.8782 -0.6146 -5.4636  0.315
C13 4.4385 -0.6279 6.1362  -1.076
C14 3.6875 0.1290 5.0474  -0.129
O8 2.3404 -0.2667 4.9741  -0.485
H38 3.9595 -0.5399 7.1114  0.292
H39 5.4850 -0.3394 6.2350  0.338
H40 4.4482 -1.6746 5.8323  0.285
H41 4.2787 -0.0752 4.1547  0.259
H42 3.7854 1.1873 5.2895  0.244
H43 2.0997 -0.1595 4.0509  0.279